The following is a quantum chemistry calculation of a gas-phase ion, C23H42BrClN5O6 (charge +1), from the OMol25 dataset.

XYZ file:
```
78
Properties=species:S:1:pos:R:3
C 0.441 0.719 -5.880
C 1.133 2.211 -6.186
C 0.351 3.255 -5.148
C 1.201 3.288 -3.747
C 0.469 4.415 -2.769
C -1.103 4.085 -2.440
C -1.310 2.904 -1.282
C -1.400 1.401 -1.921
C -1.946 0.241 -0.843
C -0.692 -0.080 0.136
N -0.824 -1.173 1.211
C -2.213 -1.124 1.774
C -2.942 0.128 2.387
C -2.563 1.674 2.252
N -1.560 2.215 3.297
C -0.810 -2.477 0.373
N -1.434 -3.683 1.062
C 0.597 -2.860 -0.348
Br 0.619 -2.445 -2.355
C 1.972 -2.339 0.359
O 2.583 -1.126 -0.206
C 3.105 -3.514 0.023
O 4.468 -3.185 0.466
O 5.019 -4.336 0.830
C 1.591 -2.162 1.935
Cl 1.331 -3.930 2.573
N 2.885 -1.822 2.655
C 3.323 -2.834 3.468
O 3.668 -3.307 4.700
C 0.331 -1.133 2.238
C -0.103 -1.688 3.768
O -0.749 -0.597 4.579
C -0.714 -0.928 6.012
N 0.710 0.244 2.706
C 1.717 0.902 2.136
O 2.724 1.447 1.396
H -0.725 0.781 -6.110
H 0.996 -0.085 -6.530
H 0.510 0.492 -4.710
H 0.898 2.583 -7.277
H 2.298 2.203 -5.953
H 0.300 4.351 -5.574
H -0.745 2.844 -5.049
H 2.335 3.626 -3.902
H 1.261 2.255 -3.181
H 0.525 5.490 -3.285
H 1.032 4.545 -1.732
H -1.590 5.063 -1.959
H -1.759 3.822 -3.377
H -2.275 3.188 -0.683
H -0.349 2.977 -0.578
H -0.417 1.047 -2.487
H -2.241 1.440 -2.761
H -2.316 -0.629 -1.532
H -2.898 0.702 -0.341
H -0.506 1.008 0.598
H 0.234 -0.192 -0.566
H -2.917 -1.541 0.889
H -2.479 -1.983 2.572
H -4.092 0.075 2.040
H -3.068 -0.018 3.573
H -3.556 2.287 2.529
H -2.267 2.095 1.203
H -2.144 2.498 4.140
H -1.203 3.091 2.851
H -1.551 -2.401 -0.566
H -0.904 -4.560 0.947
H -2.448 -3.797 0.788
H 0.701 -4.051 -0.382
H 3.234 -1.326 -0.941
H 2.749 -4.602 0.263
H 3.168 -3.489 -1.172
H 4.481 -4.754 1.579
H -0.808 -2.604 3.760
H 0.889 -1.880 4.409
H -0.167 -0.022 6.563
H -0.243 -1.968 6.270
H -1.816 -0.944 6.464
```

Calculated values
**2S+1**: 1
**Highest occupied orbital energy**: -11.9374 eV
**Net charge**: +1
**Structure (SMILES)**: CCCCCCCCCC[N@@+]1(CCCN)[C@H](N)[C@@H](Br)[C@](O)(COO)[C@@](Cl)(N=C=O)[C@@]1(COC)N=C=O
**Frontier orbital gap**: 8.22 eV
**Lowest unoccupied orbital energy**: -3.72 eV

Löwdin atomic charge list, values in e, 5 entries: -0.15 -0.24 -0.23 -0.21 -0.22